# 1
A single C3H4N2O molecule at a distorted geometry. Source: the Open Molecules 2025 dataset; level of theory: ωB97M-V with the def2-TZVPD basis set.

CARTESIAN COORDINATES (ANGSTROEM)
N (1.2976, 2.8873, 0.3386)
C (0.9917, 1.7972, 0.4917)
C (0.4907, 0.2938, 0.6892)
O (0.6522, -0.3076, 1.7031)
C (-0.1898, -0.1707, -0.5762)
N (-0.9272, -1.4052, -0.4599)
H (0.5980, -0.2924, -1.3337)
H (-0.8531, 0.6193, -0.9428)
H (-0.3411, -2.1342, -0.0723)
H (-1.7190, -1.2874, 0.1624)

Its structure (SMILES) is N#CC(=O)CN. The total charge is 0. The value obtained for the frontier orbital gap is 0.3760 hartree. As for the energy relative to the best compared isomer or geometry (same formula, charge and spin): 34.2 kcal/mol. Its spin multiplicity is 1.

Results of the Löwdin charge analysis, in e, for atoms 1 through 8: 0.143 -0.114 -0.362 0.136 -0.235 0.012 0.136 0.128

---

# 2
8 unconnected molecules or ions with the total composition C22H61BF4N11O10 at a distorted geometry. Source: the Open Molecules 2025 dataset; level of theory: ωB97M-V with the def2-TZVPD basis set.

CARTESIAN COORDINATES (ANGSTROEM)
B (-1.8039, -1.1190, 0.8020)
F (-2.6256, -0.0473, 1.1812)
F (-0.5137, -0.7759, 0.9663)
F (-2.1059, -2.1018, 1.6720)
F (-1.9783, -1.5258, -0.4903)
C (9.6044, -0.2022, -0.9100)
O (8.5996, -0.9218, -0.2001)
C (9.0845, -1.5755, 0.9818)
C (7.8431, -2.0666, 1.7463)
N (7.0528, -0.9385, 2.3585)
C (5.8401, -1.4695, 3.0259)
C (5.2025, -0.2449, 3.6752)
O (5.8329, 0.0000, 4.9388)
C (5.4766, 1.2534, 5.4532)
H (10.1480, 0.4958, -0.2733)
H (9.2188, 0.3279, -1.7808)
H (10.3000, -0.8945, -1.3844)
H (9.7510, -0.9526, 1.5784)
H (9.6980, -2.3405, 0.5059)
H (8.1371, -2.8570, 2.4368)
H (7.2648, -2.6996, 1.0732)
H (7.5980, -0.4615, 3.0623)
H (6.2503, -2.2135, 3.7087)
H (5.1219, -1.8869, 2.3202)
H (4.1616, -0.4922, 3.8840)
H (5.2303, 0.6401, 3.0396)
H (5.8836, 1.2092, 6.4634)
H (4.3954, 1.3905, 5.4710)
H (5.9178, 2.1390, 4.9960)
C (0.8736, 10.1089, 5.7367)
O (0.8574, 9.5144, 4.4536)
C (0.7523, 8.0419, 4.5048)
C (-0.3146, 7.6006, 3.5442)
N (-1.5211, 8.0213, 4.0960)
C (-2.7497, 7.8294, 3.2697)
C (-3.9708, 7.7393, 4.1924)
O (-4.4187, 8.9953, 4.6042)
C (-5.6699, 9.0383, 5.2945)
H (-0.1190, 10.2009, 6.1775)
H (1.3736, 11.0770, 5.7684)
H (1.3340, 9.4896, 6.5065)
H (0.5584, 7.6135, 5.4882)
H (1.7384, 7.6122, 4.3292)
H (-0.2475, 6.5310, 3.3453)
H (-0.1474, 8.1211, 2.6013)
H (-1.3807, 8.9497, 4.4681)
H (-2.7908, 6.8313, 2.8337)
H (-2.9501, 8.5243, 2.4542)
H (-3.7473, 7.1025, 5.0483)
H (-4.7577, 7.2257, 3.6401)
H (-6.5985, 9.0070, 4.7245)
H (-5.8069, 9.9418, 5.8886)
H (-5.7549, 8.2117, 5.9999)
C (-6.0417, -4.4037, -3.2382)
O (-6.0362, -4.2944, -4.6429)
C (-6.1668, -5.4687, -5.4787)
C (-4.9810, -6.4792, -5.3794)
N (-4.3058, -6.6741, -6.5658)
C (-3.1279, -7.5726, -6.3475)
C (-2.3480, -7.6199, -7.6616)
O (-1.6812, -6.3668, -7.9951)
C (-0.7488, -6.4675, -9.1236)
H (-7.0645, -4.3780, -2.8622)
H (-5.4970, -3.5660, -2.8028)
H (-5.4101, -5.2744, -3.0621)
H (-6.5472, -5.3007, -6.4863)
H (-6.9277, -6.0082, -4.9147)
H (-5.4675, -7.4244, -5.1386)
H (-4.3556, -6.3034, -4.5042)
H (-3.7978, -5.8896, -6.9487)
H (-3.4199, -8.5906, -6.0895)
H (-2.4218, -7.2420, -5.5857)
H (-3.0347, -7.8641, -8.4721)
H (-1.5769, -8.3767, -7.5182)
H (-0.3694, -5.5014, -9.4565)
H (-1.1725, -6.9089, -10.0256)
H (0.1406, -7.0210, -8.8223)
C (-0.8988, -7.4363, 0.3180)
O (-0.6254, -8.5278, -0.1699)
N (-0.0681, -6.4507, 0.5618)
N (-2.1299, -7.1882, 0.7116)
H (-0.4676, -5.6415, 1.0153)
H (0.9314, -6.4843, 0.4205)
H (-2.8389, -7.8895, 0.5514)
H (-2.1879, -6.3825, 1.3179)
C (-2.8403, 0.3048, 7.0862)
O (-3.0458, 0.4804, 8.3246)
N (-2.6955, 1.1869, 6.1951)
N (-2.8069, -0.9109, 6.6216)
H (-2.6273, 2.1663, 6.4319)
H (-2.7554, 0.8532, 5.2437)
H (-2.6445, -0.9845, 5.6275)
H (-2.9675, -1.7511, 7.1586)
C (0.0160, 4.8976, -2.7462)
O (1.1231, 4.7973, -2.2658)
N (-0.2183, 5.8007, -3.7008)
N (-1.0946, 4.3419, -2.3706)
H (-1.1765, 5.8524, -4.0156)
H (0.5876, 6.0897, -4.2367)
H (-1.9571, 4.8358, -2.5503)
H (-1.0550, 3.6844, -1.6049)
C (1.0309, -1.7393, -6.5863)
O (1.2382, -0.7320, -5.9962)
N (1.6540, -2.1660, -7.5874)
N (0.1703, -2.5876, -6.0869)
H (2.4228, -1.6055, -7.9261)
H (1.2737, -2.8718, -8.2017)
H (0.1684, -3.5131, -6.4913)
H (-0.2832, -2.4302, -5.1983)

The total charge is -1. The value obtained for the frontier orbital gap is 0.3328 hartree. As for the energy relative to the best compared isomer or geometry (same formula, charge and spin): 129.4 kcal/mol. Its spin multiplicity is 1.

Results of the Löwdin charge analysis, in e, for atoms 1 through 8: -1.466 0.070 0.144 0.128 0.125 -0.118 -0.204 -0.214

---

# 3
A molecular structure, C21H56CrF2NO25S9 at a distorted geometry. Source: the Open Molecules 2025 dataset; level of theory: ωB97M-V with the def2-TZVPD basis set.

CARTESIAN COORDINATES (ANGSTROEM)
Cr (-0.0246, -0.4974, 0.6214)
N (1.0163, -1.3735, 2.0313)
S (2.5444, -1.6787, 2.1747)
O (2.9540, -3.0524, 2.3635)
O (3.4124, -0.5957, 2.6078)
F (2.7731, -1.5160, 0.6060)
S (0.8317, -1.8513, 3.6829)
O (1.5769, -1.2144, 4.7548)
O (0.3690, -3.2234, 3.9191)
F (-0.6339, -1.1198, 3.7990)
O (-0.9059, 1.1821, -0.4798)
S (-1.5525, 2.3433, -1.0468)
O (-3.0199, 2.3516, -1.0307)
O (-1.0429, 3.5987, -0.2026)
C (-1.3790, 4.9455, -0.5128)
C (-0.0430, 5.6967, -0.4005)
C (-0.7325, 2.7270, -2.7789)
H (-2.0471, 5.2997, 0.2723)
H (-1.9456, 5.0176, -1.4412)
H (0.3449, 5.4032, 0.5749)
H (-0.1519, 6.7806, -0.4393)
H (0.7401, 5.4415, -1.1145)
H (0.1854, 3.2520, -2.5143)
H (-1.4523, 3.3389, -3.3224)
H (-0.5441, 1.7859, -3.2956)
O (-0.7866, -2.5009, 0.2929)
S (-0.6001, -3.9639, 0.1713)
O (-0.9129, -4.7543, -1.0267)
O (0.9898, -4.3367, 0.5644)
C (1.4395, -5.6393, 0.3435)
C (2.8667, -5.8611, 0.9124)
C (-1.3503, -4.7862, 1.5658)
H (1.2852, -6.0024, -0.6726)
H (0.8391, -6.3894, 0.8581)
H (2.8891, -5.5671, 1.9618)
H (3.4926, -5.1494, 0.3740)
H (3.2413, -6.8703, 0.7413)
H (-0.7323, -5.4315, 2.1902)
H (-2.2400, -5.3239, 1.2383)
H (-1.6904, -3.9407, 2.1638)
O (1.1248, 3.4656, 2.0651)
S (0.5319, 2.3854, 2.8559)
O (0.0181, 1.2507, 2.0257)
O (1.5867, 1.7181, 3.9618)
C (2.5005, 2.5785, 4.6030)
C (3.2089, 1.8681, 5.7936)
C (-0.7740, 3.1072, 3.8735)
H (2.0647, 3.4685, 5.0570)
H (3.2416, 2.8523, 3.8521)
H (2.5373, 1.4854, 6.5621)
H (3.9282, 2.5803, 6.1980)
H (3.7861, 1.0275, 5.4085)
H (-0.2722, 3.7591, 4.5887)
H (-1.4921, 2.4449, 4.3570)
H (-1.3788, 3.7841, 3.2700)
O (0.3970, -0.9354, -3.7925)
S (1.1443, -1.4079, -2.6293)
O (0.8245, -0.8665, -1.3033)
O (0.9327, -3.0736, -2.5217)
C (0.7551, -3.9501, -3.7103)
C (1.8036, -4.9602, -3.6441)
C (2.9197, -1.2729, -3.1530)
H (0.8163, -3.3532, -4.6203)
H (-0.1822, -4.5049, -3.6700)
H (1.8880, -5.3573, -4.6557)
H (1.7854, -5.7441, -2.8870)
H (2.7276, -4.4925, -3.3040)
H (3.3893, -0.2896, -3.1777)
H (2.9944, -1.8032, -4.1025)
H (3.4031, -1.8609, -2.3729)
O (-1.9653, -0.9042, -1.4686)
S (-2.9097, -0.9735, -2.5538)
O (-4.2834, -0.5634, -2.2445)
O (-2.3873, 0.0333, -3.6826)
C (-3.1668, 0.3649, -4.8289)
C (-2.3710, 1.1989, -5.9030)
C (-2.7944, -2.5553, -3.4868)
H (-4.0920, 0.9017, -4.6189)
H (-3.4666, -0.6032, -5.2300)
H (-1.4077, 0.7921, -6.2107)
H (-2.2043, 2.1755, -5.4486)
H (-2.8851, 1.2734, -6.8613)
H (-2.0148, -2.4709, -4.2439)
H (-3.7369, -2.5643, -4.0344)
H (-2.7071, -3.4494, -2.8696)
O (1.9061, 0.9139, 0.2163)
S (3.1394, 1.5537, -0.3481)
O (4.0434, 0.6838, -1.1429)
O (2.4917, 2.7142, -1.3203)
C (3.2940, 3.2876, -2.4406)
C (2.9607, 4.8343, -2.4928)
C (4.0643, 2.3972, 0.9237)
H (3.0592, 2.7769, -3.3744)
H (4.3490, 3.1251, -2.2201)
H (3.4561, 5.3709, -3.3019)
H (3.1248, 5.4085, -1.5809)
H (1.8812, 4.8538, -2.6424)
H (3.4097, 3.0665, 1.4819)
H (4.7081, 2.9583, 0.2464)
H (4.5791, 1.6850, 1.5686)
O (-1.9513, -0.5279, 1.3831)
S (-3.1985, -0.8069, 2.0514)
O (-3.3713, -2.0064, 2.8462)
O (-3.4571, 0.5157, 3.0292)
C (-4.6991, 0.5804, 3.7824)
C (-4.4817, 1.0105, 5.1639)
C (-4.5802, -0.4725, 0.8249)
H (-5.2986, -0.3268, 3.8576)
H (-5.3755, 1.3142, 3.3441)
H (-5.4370, 1.2625, 5.6243)
H (-3.9210, 1.9416, 5.0814)
H (-3.9830, 0.2744, 5.7945)
H (-5.4429, -0.7781, 1.4170)
H (-4.5827, -1.2363, 0.0472)
H (-4.5084, 0.5415, 0.4317)

As for the expectation value of S²: 3.768. The total charge is +2. The value obtained for the frontier orbital gap (spin up / spin down) is 0.2551 / 0.3112 hartree. Its spin multiplicity is 4.

Results of the Löwdin charge analysis, in e, for atoms 1 through 8: 1.114 -0.334 0.482 -0.189 -0.229 -0.192 0.657 -0.189

---

# 4
3 unconnected molecules or ions with the total composition C18H42ClIO13P4S at a distorted geometry. Source: the Open Molecules 2025 dataset; level of theory: ωB97M-V with the def2-TZVPD basis set.

CARTESIAN COORDINATES (ANGSTROEM)
O (-3.5973, 1.1988, 0.5975)
C (-4.7487, 0.8887, 0.6833)
I (-6.1963, 2.4804, 0.7848)
C (-5.1042, -0.5946, 0.7525)
P (-6.8417, -1.0553, 0.2422)
C (-7.3273, -0.2340, -1.3496)
C (-6.3803, -0.4176, -2.5631)
C (-5.1651, 0.5483, -2.6096)
C (-3.8325, -0.2137, -2.3965)
S (-3.0082, -0.5795, -3.9582)
O (-3.8593, -0.3954, -5.0759)
O (-1.7950, 0.1813, -3.9788)
O (-2.5613, -2.1156, -3.8739)
P (-6.7125, -3.2074, -0.1964)
O (-5.1908, -3.3345, -0.8766)
Cl (-8.1609, -3.5508, -1.6578)
H (-4.3389, -1.1846, 0.2480)
H (-5.0160, -0.8673, 1.8109)
H (-8.2735, -0.7056, -1.6357)
H (-7.5731, 0.8190, -1.2135)
H (-6.9895, -0.1982, -3.4471)
H (-6.0691, -1.4581, -2.6720)
H (-5.1359, 0.9882, -3.6084)
H (-5.3153, 1.3737, -1.9141)
H (-3.1386, 0.3697, -1.7944)
H (-4.0587, -1.1768, -1.9348)
H (-1.7227, -2.1516, -3.3925)
H (-5.1058, -4.2023, -1.2935)
C (4.7389, 4.2663, 0.7612)
C (5.1465, 3.4216, -0.4337)
O (4.1582, 2.4402, -0.7586)
P (2.7924, 2.9017, -1.5269)
O (3.2362, 3.2125, -2.9112)
O (2.1135, 1.4220, -1.7452)
C (1.6781, 0.9877, -3.0394)
C (2.7326, 0.1185, -3.6940)
O (1.9604, 3.0638, -0.1148)
C (0.6052, 3.5808, -0.1498)
C (-0.3884, 2.5269, -0.6018)
H (3.8829, 4.8998, 0.5194)
H (5.5606, 4.9121, 1.0732)
H (4.4460, 3.6334, 1.5993)
H (5.3486, 4.0499, -1.3056)
H (6.0602, 2.8748, -0.2004)
H (1.4141, 1.8360, -3.6692)
H (0.7653, 0.4065, -2.8961)
H (3.7162, 0.5872, -3.6679)
H (2.4705, -0.0871, -4.7329)
H (2.8206, -0.8328, -3.1649)
H (0.5566, 4.4679, -0.7842)
H (0.3713, 3.8914, 0.8679)
H (-0.3509, 2.3943, -1.6838)
H (-1.4065, 2.8245, -0.3468)
H (-0.1736, 1.5629, -0.1433)
C (6.3954, -2.8092, 3.1463)
C (5.2529, -3.5870, 3.7766)
O (4.1298, -2.7529, 4.0639)
P (3.1589, -2.2760, 2.8439)
O (2.4099, -3.5038, 2.4589)
O (2.0070, -1.4910, 3.7198)
C (0.6259, -1.8004, 3.5558)
C (0.1546, -2.7802, 4.6119)
O (3.9593, -0.8690, 2.6089)
C (3.5716, -0.0242, 1.4872)
C (2.3074, 0.7668, 1.7543)
H (6.1283, -2.4625, 2.1458)
H (7.2854, -3.4346, 3.0616)
H (6.6348, -1.9278, 3.7404)
H (4.9460, -4.4181, 3.1344)
H (5.5778, -4.0064, 4.7288)
H (0.4282, -2.1764, 2.5515)
H (0.0740, -0.8619, 3.6573)
H (0.8128, -3.6454, 4.6811)
H (-0.8571, -3.1272, 4.3924)
H (0.1510, -2.3042, 5.5941)
H (3.4673, -0.6329, 0.5870)
H (4.4000, 0.6626, 1.3247)
H (1.4212, 0.1363, 1.6519)
H (2.2157, 1.5811, 1.0297)
H (2.3052, 1.1764, 2.7650)

Its structure (SMILES) is O=C(I)CP(CCCCS(=O)(=O)O)#P(O)Cl.CCOP(=O)(OCC)OCC.CCOP(=O)(OCC)OCC. The total charge is 0. The value obtained for the frontier orbital gap is 0.3318 hartree. As for the energy relative to the best compared isomer or geometry (same formula, charge and spin): 0.0 kcal/mol. Its spin multiplicity is 1.

Results of the Löwdin charge analysis, in e, for atoms 1 through 8: -0.023 -0.878 0.884 -0.398 0.731 -0.463 -0.245 -0.197

---

# 5
A single C2H7NO2 molecule at a distorted geometry. Source: the Open Molecules 2025 dataset; level of theory: ωB97M-V with the def2-TZVPD basis set.

CARTESIAN COORDINATES (ANGSTROEM)
C (0.8194, -0.1476, 0.9675)
C (-0.3184, -0.5474, -0.0632)
O (-1.5773, -0.1338, 0.4052)
N (-0.0322, 0.0234, -1.3540)
O (-0.0036, 1.4642, -1.2169)
H (1.8168, -0.3572, 0.5720)
H (0.7453, 0.9102, 1.2368)
H (0.6802, -0.7261, 1.8864)
H (-0.3184, -1.6367, -0.1557)
H (-1.6505, -0.4121, 1.3313)
H (-0.9555, -0.1356, -1.8830)
H (0.7941, 1.6987, -1.7263)

Its structure (SMILES) is C[C@@H](O)NO. The total charge is 0. The value obtained for the frontier orbital gap is 0.4021 hartree. As for the energy relative to the best compared isomer or geometry (same formula, charge and spin): 64.3 kcal/mol. Its spin multiplicity is 1.

Results of the Löwdin charge analysis, in e, for atoms 1 through 8: -0.036 -0.480 -0.029 -0.056 -0.088 0.074 0.073 0.067